Entry 1:
Here is the molecule C4H9NOS at a distorted geometry from OMol25. Energies are from ωB97M-V/def2-TZVPD.

Calculated values
charge	0
LUMO energy	0.331	eV
SMILES	C=CC(C)=[S@@H](N)=O
Kohn-Sham gap	0.3049	Ha
energy	-685.79149	Ha

Each atom is followed by the atoms it is bonded to, with distances in Å.
Atoms and positions in Å:
1 C 2.0282 1.6241 -0.0459  C2 1.296, H8 1.052, H9 1.067
2 C 0.7391 1.5166 -0.1254  C1 1.296, C3 1.470, H10 1.139
3 C 0.0272 0.3754 -0.7186  C2 1.470, C4 1.768, S5 1.723
4 C 0.7924 -1.2154 -0.6141  C3 1.768, H11 1.087, H12 1.109, H13 1.148
5 S -1.5733 -0.0217 -0.2203  C3 1.723, N6 1.858, O7 1.438, H14 1.534
6 N -2.0864 -1.0669 1.2274  S5 1.858, H15 1.033, H16 0.975
7 O -2.4709 1.0910 -0.0655  S5 1.438
8 H 2.4895 2.3907 0.5066  C1 1.052
9 H 2.6151 0.7704 -0.3012  C1 1.067
10 H 0.0468 2.3955 0.0859  C2 1.139
11 H 1.3310 -1.3838 0.3147  C4 1.087
12 H 1.5224 -1.0583 -1.4343  C4 1.109
13 H 0.0520 -2.0537 -0.8716  C4 1.148
14 H -2.0118 -1.2398 -1.0426  S5 1.534
15 H -1.2598 -1.6758 1.3402  N6 1.033
16 H -2.2415 -0.4483 1.9647  N6 0.975

***

Entry 2:
Here is the molecule C4H9NOS at a distorted geometry from OMol25. Energies are from ωB97M-V/def2-TZVPD.

Calculated values
charge	0
LUMO energy	0.717	eV
SMILES	NC(=O)CCCS
Kohn-Sham gap	0.3654	Ha
energy	-685.95297	Ha

Each atom is followed by the atoms it is bonded to, with distances in Å.
Atoms and positions in Å:
1 N -2.1708 0.4613 -1.6280  C2 1.427, H8 1.026, H9 0.915
2 C -1.1010 1.2974 -1.1881  N1 1.427, O3 1.189, C4 1.564
3 O -1.2389 2.4781 -1.1923  C2 1.189
4 C 0.0648 0.7489 -0.3009  C2 1.564, C5 1.608, H10 1.091, H11 1.122
5 C 0.4923 -0.7757 -0.5808  C4 1.608, C6 1.502, H12 1.067, H13 1.112
6 C 0.3437 -1.5439 0.7012  C5 1.502, S7 1.924, H14 1.128, H15 1.101
7 S 1.6750 -1.1268 2.0257  C6 1.924, H16 1.451
8 H -2.5916 0.8113 -2.4958  N1 1.026
9 H -2.2056 -0.4491 -1.5442  N1 0.915
10 H 0.7754 1.5587 -0.4718  C4 1.091
11 H -0.2620 1.0533 0.7282  C4 1.122
12 H 0.0334 -1.1606 -1.4643  C5 1.067
13 H 1.5346 -0.7005 -0.9603  C5 1.112
14 H -0.6091 -1.5468 1.3051  C6 1.128
15 H 0.3788 -2.6312 0.5334  C6 1.101
16 H 2.4529 -0.3202 1.1039  S7 1.451

***

Entry 3:
Here is the molecule C4H9NOS at a distorted geometry from OMol25. Energies are from ωB97M-V/def2-TZVPD.

Calculated values
charge	0
LUMO energy	0.793	eV
SMILES	CN[C@H](C=O)CS
Kohn-Sham gap	0.3593	Ha
energy	-685.96087	Ha

Each atom is followed by the atoms it is bonded to, with distances in Å.
Atoms and positions in Å:
1 C -0.7242 -2.1117 -0.5682  N2 1.466, H8 1.096, H9 1.086, H10 1.082
2 N -0.2132 -1.1111 0.3730  C1 1.466, C3 1.452, H11 1.015
3 C 0.0267 0.1944 -0.2165  N2 1.452, C4 1.507, C6 1.550, H12 1.097
4 C 1.4957 0.5040 -0.3484  C3 1.507, O5 1.201, H13 1.112
5 O 2.3376 -0.0846 0.2728  C4 1.201
6 C -0.6610 1.2539 0.6812  C3 1.550, S7 1.848, H14 1.088, H15 1.087
7 S -0.2620 3.0158 0.2934  C6 1.848, H16 1.340
8 H -0.3234 -2.0076 -1.5834  C1 1.096
9 H -0.4871 -3.1020 -0.1898  C1 1.086
10 H -1.8001 -2.0366 -0.6515  C1 1.082
11 H 0.6725 -1.4334 0.7491  N2 1.015
12 H -0.4707 0.2457 -1.1930  C3 1.097
13 H 1.7525 1.3052 -1.0747  C4 1.112
14 H -1.7408 1.1683 0.5831  C6 1.088
15 H -0.3518 1.0731 1.7078  C6 1.087
16 H 0.7493 3.1268 1.1652  S7 1.340

***

Entry 4:
Here is a 2-piece molecular cluster, C4H9NOS overall at a distorted geometry from OMol25. Energies are from ωB97M-V/def2-TZVPD.

Calculated values
charge	0
LUMO energy	0.395	eV
SMILES	C=CC(C)=O.NS
Kohn-Sham gap	0.3089	Ha
energy	-685.89940	Ha

Each atom is followed by the atoms it is bonded to, with distances in Å.
Atoms and positions in Å:
1 C 1.4173 0.0154 1.3178  C2 1.282, H6 1.031, H7 1.072
2 C 0.6917 0.6504 0.4736  C1 1.282, C3 1.462, H8 1.045
3 C -0.7566 0.6246 0.2752  C2 1.462, C4 1.517, O5 1.211
4 C -1.6738 0.1549 1.3890  C3 1.517, H9 1.121, H10 1.096, H11 1.104
5 O -1.2352 1.0965 -0.7318  C3 1.211
6 H 2.4222 -0.2047 1.3929  C1 1.031
7 H 0.9886 -0.4021 2.2072  C1 1.072
8 H 1.0717 1.2074 -0.3244  C2 1.045
9 H -1.3971 -0.9163 1.5668  C4 1.121
10 H -2.7399 0.1131 1.1383  C4 1.096
11 H -1.5669 0.7765 2.2948  C4 1.104
12 N 0.9941 -0.4456 -2.5745  S13 1.655, H14 1.016, H15 1.038
13 S 0.1159 -1.3956 -1.5430  N12 1.655, H16 1.327
14 H 0.8074 0.5517 -2.6166  N12 1.016
15 H 1.9423 -0.4939 -2.1552  N12 1.038
16 H -1.0817 -1.3323 -2.1100  S13 1.327

***

Entry 5:
Here is the molecule C4H9NOS at a distorted geometry from OMol25. Energies are from ωB97M-V/def2-TZVPD.

Calculated values
charge	0
LUMO energy	0.767	eV
SMILES	N[C@@H]1C[C@@H](S)[C@@H]1O
Kohn-Sham gap	0.3566	Ha
energy	-685.96079	Ha

Each atom is followed by the atoms it is bonded to, with distances in Å.
Atoms and positions in Å:
1 N 0.7638 1.8013 -0.3622  C2 1.450, H8 1.053, H9 1.021
2 C -0.1938 0.7204 -0.2355  N1 1.450, C3 1.538, C6 1.574, H10 1.115
3 C -0.2847 0.0494 1.1453  C2 1.538, C4 1.537, H11 1.100, H12 1.119
4 C -0.2104 -1.3315 0.4736  C3 1.537, S5 1.796, C6 1.551, H13 1.079
5 S -1.7509 -2.2377 0.2929  C4 1.796, H14 1.346
6 C 0.3508 -0.6452 -0.7990  C2 1.574, C4 1.551, O7 1.392, H15 1.111
7 O 1.7428 -0.6449 -0.8155  C6 1.392, H16 0.992
8 H 0.7346 2.4196 0.4899  N1 1.053
9 H 0.6044 2.3927 -1.1796  N1 1.021
10 H -1.2031 0.9330 -0.6583  C2 1.115
11 H 0.6204 0.2586 1.7342  C3 1.100
12 H -1.1948 0.2552 1.7630  C3 1.119
13 H 0.4891 -2.0302 0.9055  C4 1.079
14 H -2.4612 -1.2352 -0.2568  S5 1.346
15 H -0.0335 -1.0064 -1.7772  C6 1.111
16 H 2.0263 0.3009 -0.7203  O7 0.992

***

Entry 6:
Here is the molecule C4H9NOS at a distorted geometry from OMol25. Energies are from ωB97M-V/def2-TZVPD.

Calculated values
charge	0
LUMO energy	0.488	eV
Kohn-Sham gap	0.3413	Ha
energy	-685.79241	Ha

Each atom is followed by the atoms it is bonded to, with distances in Å.
Atoms and positions in Å:
1 C -0.3664 -0.4862 -0.9014  C3 1.490, H8 1.012, H9 1.020
2 C -0.5051 1.2088 0.8215  C3 1.613, O6 1.431, H10 1.117, H11 1.211
3 C 0.5018 0.5277 -0.2390  C1 1.490, C2 1.613, C4 1.579, H12 1.070
4 C 1.7610 -0.2886 0.2521  C3 1.579, H13 1.108, H14 1.146, H15 1.103
5 N -2.2576 0.5046 -0.6622  O6 1.383, S7 1.688
6 O -1.6927 1.5209 0.0873  C2 1.431, N5 1.383
7 S -3.0673 -0.7419 0.1388  N5 1.688, H16 1.362
8 H -0.3065 -0.4294 -1.9098  C1 1.012
9 H -0.5685 -1.4061 -0.5102  C1 1.020
10 H -0.4451 0.4560 1.6442  C2 1.117
11 H -0.0997 2.2260 1.3386  C2 1.211
12 H 0.7663 1.2199 -1.0105  C3 1.070
13 H 1.8443 -1.2286 -0.3294  C4 1.108
14 H 1.5539 -0.4499 1.3674  C4 1.146
15 H 2.5699 0.4300 0.0365  C4 1.103
16 H -4.3108 -0.2382 -0.0977  S7 1.362

***

Which of these has the lowest LUMO energy? number 1

***

charge of number 5 (C4H9NOS)? 0